22
Properties=species:S:1:pos:R:3:forces:R:3 method="wB97M-V/def2-TZVPD" total_energy_ev=-30587.1547 charge=+1 lumo_ev=-3.2 homo_ev=-12.077
N -1.433971 0.359307 -1.429426 -0.6 0.8 -0.5
C -0.337109 1.315128 -1.149105 2.0 -0.2 0.5
C 0.232237 1.100304 0.247302 0.1 1.5 0.3
S 0.945441 -0.491754 0.769126 -0.6 0.1 0.4
S 0.950851 -1.510664 -0.978437 -0.1 -1.1 -0.7
C 2.549163 -2.370633 -1.117147 0.1 0.6 0.2
H -2.071041 0.316372 -0.612265 -0.1 -0.5 0.1
H -1.041552 -0.562015 -1.649810 0.0 -0.1 0.3
H -1.991287 0.632745 -2.242608 0.1 0.1 0.1
H -0.564099 2.368439 -1.285486 -0.8 -0.1 0.1
H 0.500350 1.145445 -1.812378 -0.2 -0.4 -0.7
H 1.017709 1.842080 0.397363 0.1 0.1 -0.3
H -0.520706 1.442489 0.955765 -0.2 -0.6 0.3
H 2.349344 -3.377665 -1.474396 0.0 0.1 0.1
H 3.043028 -2.379292 -0.152528 -0.1 -0.2 0.2
H 3.188259 -1.811924 -1.781869 0.2 0.0 -0.4
H -2.444402 -0.798977 1.560264 -0.1 0.0 0.0
H -3.868314 -0.389516 1.120784 0.1 0.0 0.0
O -2.932155 -0.284185 0.905427 0.0 0.1 -0.1
H 0.081440 1.517805 3.212327 0.0 -0.4 -0.1
H 1.366528 0.594901 3.021701 -0.4 0.1 0.1
O 0.980286 1.341608 3.495396 0.5 0.3 0.2